Here is a molecular structure, C18H42MnN7O9 from OMol25. Energies are from wB97M-V/def2-TZVPD.

Summary:
net charge: +2
expectation value of S²: 12.01
energy: -2921.862501 a.u.
spin multiplicity: 7
LUMO energy (alpha / beta): -7.6318 / -9.6410 eV
molar mass: 555.5 g/mol

Each line ends with the Mulliken spin population.
Positions of all 77 atoms, in Å:
Mn  3.5757  0.3451  -2.0748  4.8715
N  1.3905  -0.3410  0.2325  -0.0152
O  2.3215  -0.4427  -0.5869  0.0434
O  0.4432  0.3301  -0.0562  0.0173
O  1.5144  -0.8766  1.3127  0.0082
C  4.3005  4.3360  -1.5111  0.0007
C  3.6892  3.3165  -0.5431  -0.0006
O  3.7018  2.1321  -0.9103  0.0396
N  3.1790  3.7900  0.5986  0.0075
C  2.5318  2.9034  1.5945  -0.0011
H  3.6353  4.3945  -2.3726  -0.0002
H  5.3067  4.0255  -1.7928  -0.0003
H  4.3796  5.3259  -1.0618  0.0000
H  3.3093  4.7515  0.8792  0.0000
H  2.1140  3.5148  2.3943  0.0002
H  3.2140  2.2374  2.1228  -0.0003
H  1.7336  2.3370  1.1147  0.0001
C  -3.0321  -2.8500  -3.7024  0.0001
C  -2.3439  -2.8650  -2.3371  0.0003
O  -1.5471  -3.7746  -2.0424  0.0027
N  -2.6543  -1.8900  -1.5044  0.0007
C  -2.0887  -1.7745  -0.1735  -0.0020
H  -2.6159  -2.1230  -4.3999  0.0000
H  -4.0616  -2.5264  -3.5485  0.0000
H  -3.0539  -3.8461  -4.1444  0.0000
H  -3.3943  -1.2744  -1.8104  0.0000
H  -2.4021  -0.8178  0.2444  0.0003
H  -1.0227  -1.7115  -0.3922  0.0020
H  -2.3918  -2.5991  0.4716  -0.0011
C  -0.2493  0.0711  -3.7153  -0.0019
C  0.6226  1.2978  -3.5243  -0.0024
O  1.7614  1.1387  -3.0336  0.0294
N  0.1088  2.4424  -3.9452  0.0068
C  0.6500  3.7723  -3.9695  -0.0004
H  -1.2889  0.2767  -3.9702  0.0000
H  -0.2005  -0.4443  -2.7561  -0.0002
H  0.1901  -0.5643  -4.4842  -0.0003
H  -0.8329  2.3118  -4.2862  -0.0009
H  0.5399  4.3020  -3.0232  0.0002
H  0.1599  4.1195  -4.8791  0.0002
H  1.6990  3.6526  -4.2402  0.0000
C  -0.4973  3.7896  -0.2381  -0.0011
C  -1.2445  3.4206  0.9953  0.0001
O  -1.9711  4.2332  1.5863  0.0000
N  -1.0751  2.1467  1.4356  0.0003
C  -1.8950  1.5841  2.4918  -0.0001
H  0.2659  4.5128  0.0493  0.0001
H  -1.1188  4.2208  -1.0229  0.0000
H  0.1137  3.0283  -0.7231  0.0005
H  -0.6281  1.4351  0.8754  0.0005
H  -1.7341  0.5060  2.4992  0.0001
H  -2.9125  1.7276  2.1281  0.0000
H  -1.8203  2.0722  3.4635  0.0000
C  1.2350  -4.1902  -0.0228  0.0457
C  0.2455  -4.9629  0.8149  -0.0148
O  0.6674  -5.6679  1.7329  0.8628
N  -1.0083  -4.8805  0.5175  0.0768
C  -2.1563  -5.4952  1.2014  0.0018
H  0.8834  -3.1644  -0.1337  0.0110
H  1.3041  -4.5939  -1.0329  -0.0017
H  2.2600  -4.1830  0.3478  0.0044
H  -1.1827  -4.4508  -0.3798  0.0048
H  -3.1476  -5.1810  0.8747  0.0011
H  -1.9428  -5.4533  2.2695  0.0022
H  -2.0774  -6.5257  0.8553  0.0031
C  0.8886  0.4741  4.6897  0.0003
C  -0.3084  -0.4064  4.5796  -0.0002
O  -1.2133  -0.2342  5.3755  0.0000
N  -0.2726  -1.2749  3.6250  0.0002
C  -1.3467  -2.2920  3.4684  0.0006
H  0.3844  1.3768  5.0348  0.0000
H  1.4573  0.7439  3.7998  -0.0002
H  1.5629  0.1180  5.4685  0.0000
H  0.4211  -1.1177  2.9080  -0.0011
H  -1.8742  -2.2164  2.5176  -0.0003
H  -2.1279  -2.1725  4.2190  0.0000
H  -1.0266  -3.3303  3.5556  -0.0011

Forces on atoms 1 to 2 (eV/Å):
Mn -2.7 1.8 1.5
N 0.4 0.2 1.5

***

Here is 2 unconnected molecules or ions with the total composition C14H16BBr4F2O8S from OMol25. Energies are from wB97M-V/def2-TZVPD.

Summary:
net charge: -1
energy: -12063.802524 a.u.
LUMO energy: 1.5081 eV
molar mass: 712.8 g/mol

Each line ends with the Mulliken charge.
Positions of all 46 atoms, in Å:
C  1.5280  1.6557  -1.6008  -0.6249
C  2.4018  0.7867  -0.5479  -0.1108
Br  4.2438  1.5167  -0.0725  -0.1387
C  1.8733  -0.4795  -0.0108  0.1729
Br  3.1518  -1.4614  1.2465  -0.1618
C  0.4636  -1.2284  -0.2817  0.3333
C  -0.4584  -1.3087  1.1123  -1.1436
C  -1.0587  0.1353  1.6089  1.7337
C  -2.3514  -0.2794  2.5962  -0.8476
C  -2.9735  0.9940  3.4149  -0.5084
O  -2.2953  1.3288  4.6750  -0.4790
C  0.0175  1.1286  2.3350  -0.4333
Br  0.6128  2.9473  1.6254  -0.1099
C  0.7028  0.7708  3.6439  -0.0484
C  0.4219  -0.5946  4.5003  -0.8326
Br  2.0851  2.0361  4.4577  -0.1970
C  -1.8222  0.7802  0.2846  -0.7203
S  -1.8977  -0.4355  -1.1804  1.2064
O  -2.3513  0.4387  -2.4135  -0.6383
O  -2.8966  -1.5969  -0.9678  -0.6203
O  -0.2907  -0.8955  -1.4823  -0.2724
H  0.3685  1.6245  -1.4822  0.0610
H  1.8350  2.8070  -1.5359  0.3471
H  1.8131  1.3108  -2.7032  0.1415
H  0.7635  -2.3793  -0.4372  0.2722
H  -1.2895  -2.1637  1.0417  0.3082
H  0.3077  -1.7252  1.9279  0.1580
H  -2.1248  -1.2323  3.2503  0.3824
H  -3.2061  -0.6339  1.8408  0.4357
H  -4.1250  0.8402  3.6534  0.2750
H  -2.8985  1.9311  2.7124  0.3062
H  -2.4720  2.2699  4.9698  0.2923
H  -0.7174  -0.7414  4.8259  0.1754
H  0.8766  -1.5822  4.0157  0.2009
H  0.9970  -0.5040  5.5445  0.3570
H  -1.3372  1.7459  -0.1428  0.2910
H  -2.9625  1.0595  0.5020  0.4177
B  1.2168  -1.8006  -6.3824  0.5782
O  2.4108  -1.9377  -5.5414  -0.4282
C  2.5684  -0.7797  -4.8858  0.6696
O  3.4727  -0.5572  -4.0972  -0.6446
C  1.5223  0.1345  -5.2551  0.7053
O  1.3799  1.2718  -4.8362  -0.6912
O  0.7049  -0.4468  -6.1437  -0.4036
F  0.2192  -2.7878  -6.0003  -0.3895
F  1.5702  -1.9625  -7.7841  -0.3766

Forces on atoms 1 to 2 (eV/Å):
C 1.1 0.9 -0.7
C -2.8 -2.9 0.7